[1]
Entry from the Open Molecules 2025 dataset: a molecular structure, C36H40N2O2PTi in a non-equilibrium geometry (wB97M-V/def2-TZVPD).

Last column: Mulliken charge in e.
Atoms and positions in Å:
Ti: 0.21374 -0.46725 -0.35593  0.384
N: 2.26657 -0.99938 -0.96186  -0.221
C: 2.82113 0.31722 -0.93108  0.160
C: 4.08882 0.46326 -0.44249  -0.223
C: 4.65928 1.69743 -0.37341  -0.941
C: 3.91950 2.81128 -0.83350  -0.772
C: 2.61249 2.67423 -1.27875  -0.505
C: 2.04660 1.39013 -1.43374  -0.108
P: 0.34015 1.26767 -2.09002  2.240
C: -0.68392 2.80246 -1.91636  0.773
C: -0.44366 3.53755 -0.81388  -0.363
C: -1.18959 4.70658 -0.42798  -0.904
C: -2.17414 5.15208 -1.29507  -0.509
C: -2.27452 4.48402 -2.52728  -0.582
C: -1.65075 3.29373 -2.81356  -0.606
C: 0.39475 1.09875 -3.88244  0.369
C: 1.34387 1.67299 -4.71382  -0.200
C: 1.12537 1.77610 -6.09778  -0.532
C: -0.00266 1.18791 -6.62408  -0.578
C: -0.88845 0.46773 -5.79006  -0.565
C: -0.63167 0.32612 -4.43947  -0.615
H: 2.67346 -1.59200 -0.23316  0.220
H: 2.47197 -1.51322 -1.83792  0.340
H: 4.61982 -0.48682 -0.12503  0.367
H: 5.70820 1.72492 -0.20980  0.436
H: 4.34422 3.83950 -0.87848  0.387
H: 2.07816 3.51025 -1.69584  0.516
H: 0.26523 3.06715 -0.06530  0.237
H: -1.17321 5.10748 0.59623  0.387
H: -2.74943 6.05220 -1.00810  0.384
H: -3.08698 4.80098 -3.24239  0.298
H: -1.91851 2.74961 -3.74232  0.356
H: 2.26864 2.10752 -4.29770  0.356
H: 1.76796 2.40325 -6.69274  0.401
H: -0.30006 1.47226 -7.61359  0.375
H: -1.67780 -0.09529 -6.31172  0.380
H: -1.18051 -0.39853 -3.85581  0.255
O: -1.92708 -0.51043 -0.16452  -0.559
C: -2.43475 -1.84688 0.19444  -0.828
C: -1.52714 -2.76996 -0.47612  0.401
C: -1.75627 -4.09992 -0.40864  -0.729
C: -1.05864 -4.96325 -1.23919  -0.693
C: -0.05576 -4.38810 -1.97218  -1.169
C: 0.11658 -3.00282 -2.07110  -0.150
N: -0.51521 -2.14823 -1.23364  0.871
H: -2.44619 0.19333 0.28599  0.136
H: -3.45869 -1.95824 -0.12753  0.608
H: -2.43724 -2.07671 1.29323  0.286
H: -2.52107 -4.36787 0.31957  0.490
H: -1.34182 -5.98357 -1.22628  0.520
H: 0.48069 -4.95910 -2.71352  0.463
H: 0.71920 -2.53227 -2.85057  0.536
C: -2.66771 1.89763 2.36701  -0.809
C: -1.69423 1.34462 3.46199  0.712
C: -2.14504 1.82793 4.80559  -1.722
C: -1.35399 -0.16267 3.47690  0.527
C: -1.93257 -1.02091 4.43577  -0.324
C: -1.35354 -2.28082 4.75354  -1.475
C: -0.22147 -2.72815 4.11397  -0.367
C: 0.37992 -1.92749 3.12952  0.954
C: 1.77631 -2.39979 2.72343  1.104
C: 1.70321 -3.78776 2.04193  -0.948
C: 2.76724 -2.36276 3.89985  -1.673
C: -0.27941 -0.71687 2.70092  0.177
O: 0.13981 -0.10916 1.56756  -1.152
H: -3.24111 2.78395 2.59343  0.524
H: -3.51514 1.15681 2.13462  0.230
H: -2.10395 2.09826 1.41834  -0.271
H: -0.81912 1.83275 3.17782  0.331
H: -3.24546 1.65276 4.86689  0.371
H: -2.03840 2.91649 4.89672  0.435
H: -1.71195 1.31601 5.71106  0.349
H: -2.94705 -0.75222 4.90789  0.239
H: -1.78771 -2.81749 5.58126  0.389
H: 0.17946 -3.66230 4.45608  0.456
H: 2.25336 -1.62336 2.05876  -0.536
H: 1.19981 -4.58604 2.68536  0.257
H: 2.68236 -4.17928 1.75128  0.418
H: 1.02164 -3.71109 1.15203  0.075
H: 2.44754 -2.92344 4.78467  0.337
H: 2.91455 -1.33429 4.32883  0.366
H: 3.75200 -2.73715 3.66333  0.450

Properties
HOMO (spin up / spin down): -0.3203 / -0.3616 Ha
Multiplicity: 3
Kohn-Sham gap (spin up / spin down): 0.21804 / 0.25748 Ha
Energy: -77454.08105 eV
Expectation value of S²: 2.016
Charge: +1
Relative energy (zero: lowest compared OMol25 entry of this formula, charge and spin): 0.0 kcal per mole

=====

[2]
Entry from the Open Molecules 2025 dataset: a molecular structure, C36H40N7O4PRuSTe2 in a non-equilibrium geometry (wB97M-V/def2-TZVPD).

Last column: Mulliken charge in e.
Atoms and positions in Å:
Ru: -0.19341 -0.44897 0.00394  0.391
N: -2.83111 3.30652 0.29713  -0.346
C: -1.92768 2.31582 0.31676  0.393
S: -2.47773 0.73742 -0.13653  -0.153
N: -0.73200 2.58353 0.76520  -1.490
N: 0.16250 1.59504 0.64123  0.847
C: 1.20263 1.64685 1.39954  -1.175
C: 2.27495 0.71971 1.11996  1.009
C: 3.45568 0.69163 1.84369  -0.917
C: 4.47180 -0.15163 1.42448  -0.581
C: 4.29869 -0.89062 0.26588  -0.923
C: 3.08797 -0.80721 -0.40056  -0.187
N: 2.07809 -0.05677 0.03064  0.119
H: -3.73774 3.14652 -0.10460  0.203
H: -2.52574 4.24680 0.48447  0.261
H: 1.30141 2.43404 2.13926  0.431
H: 3.56802 1.32453 2.71360  0.507
H: 5.40003 -0.21375 1.97647  0.453
H: 5.08390 -1.52632 -0.11699  0.449
H: 2.92602 -1.33548 -1.32993  0.695
C: -2.33466 0.82678 3.39703  -1.017
Te: -1.36002 -0.85850 2.50313  0.250
C: 0.12358 -0.32557 3.98160  -0.723
C: -0.71348 0.14015 5.14525  0.673
C: -0.30855 0.01555 6.46721  -0.739
C: -1.14875 0.42471 7.49310  -0.615
C: -2.39948 0.94954 7.20043  -0.575
C: -2.80580 1.08497 5.88065  -0.973
C: -1.96284 0.69078 4.85069  0.666
H: -3.40760 0.78089 3.22643  0.623
H: -1.93943 1.74933 2.96840  0.460
H: 0.76744 0.46934 3.60421  0.275
H: 0.74144 -1.18494 4.23473  0.262
H: 0.66228 -0.40709 6.69792  0.465
H: -0.83492 0.31435 8.52249  0.402
H: -3.06435 1.24479 8.00094  0.407
H: -3.78475 1.48685 5.65028  0.469
O: -2.07443 -2.20389 0.10554  0.279
N: -3.03032 -2.20024 -0.75416  -0.548
C: -4.23754 -2.02389 -0.31412  0.868
C: -5.28949 -2.02602 -1.28340  -0.304
N: -6.13414 -2.01960 -2.06235  -0.515
C: -4.49775 -1.78296 1.07740  0.180
N: -4.49736 -1.58028 2.21048  -0.574
Te: -0.84561 -1.05435 -2.65426  0.423
C: -2.11168 0.46390 -3.40072  0.637
C: -1.67652 1.78406 -3.41529  -0.328
C: -2.49960 2.76539 -3.94305  -0.732
C: -3.75917 2.43069 -4.42918  -0.549
C: -4.19222 1.11440 -4.39445  -0.706
C: -3.36318 0.12125 -3.88652  -0.377
C: 0.56285 -0.79140 -4.22781  0.295
C: 1.45458 0.27237 -4.29264  -0.065
C: 2.25170 0.43418 -5.41660  -0.650
C: 2.16760 -0.46872 -6.46793  -0.489
C: 1.29032 -1.54102 -6.39465  -0.648
C: 0.48668 -1.70458 -5.27439  -0.434
H: -0.70728 2.04324 -3.00613  0.285
H: -2.15942 3.79255 -3.97562  0.434
H: -4.40062 3.19986 -4.83859  0.417
H: -5.17511 0.85192 -4.76247  0.442
H: -3.69872 -0.90852 -3.86822  0.449
H: 1.53168 0.97308 -3.46970  0.333
H: 2.93512 1.27141 -5.47312  0.422
H: 2.78454 -0.33421 -7.34633  0.399
H: 1.22256 -2.24720 -7.21154  0.422
H: -0.20739 -2.53479 -5.22121  0.392
C: 3.14111 -5.47720 -0.85635  -1.383
C: 2.65624 -4.11324 -1.29095  -0.219
O: 2.17261 -3.38242 -0.14638  -0.201
P: 0.62889 -2.92454 -0.03659  0.576
O: 0.58160 -2.82085 1.58027  0.291
C: 1.01734 -3.90736 2.44448  -0.448
C: 2.38619 -3.61505 3.01954  -0.964
O: -0.05306 -4.32754 -0.33460  -0.166
C: -1.13927 -4.67273 -1.23016  0.316
C: -2.16913 -5.46415 -0.46164  -1.359
H: 3.55727 -6.00822 -1.71256  0.476
H: 2.31938 -6.06040 -0.44189  0.251
H: 3.91830 -5.38247 -0.09757  0.305
H: 1.86910 -4.21169 -2.04310  0.313
H: 3.47162 -3.53281 -1.72795  0.386
H: 1.01320 -4.83791 1.87888  0.299
H: 0.26050 -3.96974 3.22631  0.443
H: 3.13330 -3.58376 2.22840  0.134
H: 2.65615 -4.39484 3.73242  0.451
H: 2.39253 -2.65483 3.53752  0.151
H: -0.70025 -5.26527 -2.03454  0.358
H: -1.57890 -3.77458 -1.65550  -0.075
H: -1.73836 -6.39015 -0.08068  0.411
H: -3.00290 -5.71086 -1.11902  0.404
H: -2.53996 -4.87648 0.37826  0.198

Properties
HOMO (spin up / spin down): -0.3803 / -0.3813 Ha
Multiplicity: 2
Kohn-Sham gap (spin up / spin down): 0.23760 / 0.23437 Ha
Energy: -93885.92972 eV
Expectation value of S²: 0.767
Charge: +1
Relative energy (zero: lowest compared OMol25 entry of this formula, charge and spin): 91.1 kcal per mole

=====

[3]
Entry from the Open Molecules 2025 dataset: a molecular structure, C36H40NiOP2 in a non-equilibrium geometry (wB97M-V/def2-TZVPD).

Last column: Mulliken charge in e.
Atoms and positions in Å:
Ni: -1.44356 -1.51414 -0.28547  -0.225
C: -2.26133 -3.06007 0.32924  -0.058
C: -1.12823 -3.37838 -0.48082  -0.031
C: -1.12785 -3.46762 -1.98345  -1.110
C: -1.93988 -2.33865 -2.70244  -1.081
C: -1.98489 -0.99230 -1.98031  -0.232
C: -2.92789 -0.58040 -0.99078  0.661
C: -4.08534 -1.42814 -0.56218  -1.151
C: -3.66788 -2.88358 -0.17584  -1.174
C: 1.61056 3.38506 0.59465  -1.279
H: -2.15068 -3.25336 1.40983  0.473
H: -0.34598 -3.94318 0.02549  0.579
H: -1.47065 -4.45353 -2.32358  0.440
H: -0.08280 -3.42611 -2.32983  0.303
H: -1.43444 -2.18157 -3.66644  0.427
H: -2.94337 -2.72385 -2.92802  0.254
H: -1.41193 -0.19917 -2.47197  0.581
H: -3.03153 0.49520 -0.77604  -0.139
H: -4.87563 -1.48291 -1.32559  0.380
H: -4.53655 -0.94191 0.31306  0.343
H: -4.32909 -3.21240 0.63455  0.457
H: -3.86527 -3.52339 -1.04603  0.256
H: 1.54099 2.82030 1.52931  0.092
H: 1.34319 4.43310 0.76255  0.492
H: 2.64692 3.33858 0.24702  0.375
P: 1.55179 -0.73441 1.27551  1.584
P: 0.55381 2.68819 -0.65329  2.250
C: 0.69069 -0.25971 -0.24668  -0.013
C: 0.75695 0.94362 -0.96014  -1.664
C: 2.98178 -1.77325 0.94567  0.092
C: 2.86889 -2.73230 -0.07868  -0.276
C: 3.93282 -3.59270 -0.37760  -0.628
C: 5.13518 -3.50359 0.33071  -0.494
C: 5.24289 -2.57286 1.36300  -0.702
C: 4.18450 -1.71402 1.67258  -0.267
C: 0.51386 -1.55113 2.52388  0.159
C: -0.66925 -0.91510 2.94770  -0.373
C: -1.49680 -1.51417 3.91052  -0.595
C: -1.17691 -2.76414 4.44209  -0.553
C: -0.06616 -3.44780 3.95247  -0.651
C: 0.78433 -2.84515 3.01146  -0.442
C: 0.86754 3.51498 -2.23776  0.223
C: 2.01359 3.10306 -2.94690  -0.643
C: 2.38523 3.74787 -4.12990  -0.663
C: 1.58958 4.77660 -4.64375  -0.419
C: 0.43451 5.17293 -3.96223  -0.669
C: 0.07824 4.55923 -2.75748  -0.381
C: -1.15466 3.08410 -0.20097  0.384
C: -1.49502 3.41140 1.12242  -0.576
C: -2.82191 3.68138 1.46796  -0.643
C: -3.83826 3.58510 0.50799  -0.565
C: -3.51740 3.18212 -0.79545  -0.693
C: -2.18740 2.94904 -1.15282  -0.440
H: 0.63118 -1.16186 -0.91721  0.102
H: 0.88448 0.79551 -2.04486  0.463
H: 1.93948 -2.82034 -0.63633  0.170
H: 3.80560 -4.33937 -1.15917  0.430
H: 5.96890 -4.16813 0.08498  0.362
H: 6.16547 -2.52371 1.94653  0.387
H: 4.28626 -1.00194 2.49170  0.217
H: -0.96226 0.02888 2.48003  0.535
H: -2.39808 -1.00432 4.24391  0.396
H: -1.80434 -3.21143 5.22927  0.335
H: 0.14300 -4.46263 4.30043  0.375
H: 1.65299 -3.39434 2.64795  0.359
H: 2.60780 2.27077 -2.56507  0.388
H: 3.29195 3.42888 -4.65415  0.378
H: 1.86107 5.25872 -5.58851  0.361
H: -0.20370 5.96426 -4.37255  0.371
H: -0.81718 4.88514 -2.22593  0.381
H: -0.71448 3.45553 1.88250  0.255
H: -3.07002 3.96073 2.50289  0.389
H: -4.87779 3.82887 0.76924  0.368
H: -4.31178 3.03357 -1.53879  0.375
H: -1.94646 2.65025 -2.17480  0.500
C: 2.77016 0.90987 3.09995  -1.091
O: 2.01303 0.65902 1.87877  0.155
H: 2.67452 0.09086 3.82223  0.425
H: 2.35649 1.82619 3.52625  0.305
H: 3.81442 1.07411 2.82348  0.338

Properties
HOMO (spin up / spin down): -0.1196 / -0.1755 Ha
Multiplicity: 3
Kohn-Sham gap (spin up / spin down): 0.13555 / 0.17866 Ha
Energy: -99641.65134 eV
Expectation value of S²: 2.021
Charge: 0
Relative energy (zero: lowest compared OMol25 entry of this formula, charge and spin): 8.2 kcal per mole